DFT (ωB97M-V/def2-TZVPD) results for a molecular structure, C18H8BeClF3INOSe2Te2.

```
38
Properties=species:S:1:pos:R:3:forces:R:3:lowdin_charge:R:1
Be -12.076 -10.952 6.684 -0.5 -0.1 -0.7 -0.0752
Se -14.322 -14.348 4.972 -1.5 -1.8 -0.1 -0.3018
Te -16.544 -13.186 4.492 -0.8 -2.8 -1.3 -0.1914
Te -15.719 -11.035 5.469 1.3 2.4 0.7 -0.0195
Se -13.168 -11.690 4.851 -1.1 1.4 -0.1 0.2729
Cl -7.452 -6.827 7.758 1.6 1.4 0.4 0.6875
C -8.506 -8.125 7.940 -1.2 -0.7 0.7 -0.6897
C -8.841 -8.643 9.196 1.1 0.5 -0.7 -0.1751
C -9.854 -9.595 9.326 -1.3 0.2 -1.8 -0.7171
I -10.138 -10.803 10.943 -0.1 -0.1 0.7 0.9059
C -10.733 -9.800 8.213 -0.6 -0.1 -0.2 -0.3445
O -11.868 -10.472 8.180 1.5 0.8 0.4 -0.0835
C -10.309 -9.299 6.918 0.4 0.0 -0.2 -0.1212
N -10.997 -9.772 5.830 1.1 -1.0 1.2 0.0695
C -10.552 -9.561 4.582 -1.8 -0.5 0.4 -0.1292
C -9.530 -8.681 4.291 0.3 0.7 1.6 -0.0518
C -8.875 -8.159 5.409 1.0 0.9 -0.2 -0.0380
C -9.175 -8.494 6.756 -1.0 -0.8 -0.6 -0.2117
H -8.220 -8.290 10.041 -0.6 -0.4 -0.4 0.1012
H -11.144 -10.087 3.829 0.2 0.2 0.1 0.0603
H -9.335 -8.353 3.273 0.2 -0.3 0.3 0.1022
H -8.052 -7.448 5.318 -0.2 -0.2 -0.4 0.0695
F -9.596 -17.607 11.310 -0.4 -1.2 -1.4 0.0462
C -10.239 -18.100 10.153 -0.5 0.9 0.6 -0.4821
F -11.233 -18.948 10.581 1.3 0.2 -0.2 0.0789
F -9.300 -18.864 9.454 -1.1 0.7 1.2 0.0725
C -10.813 -16.959 9.374 -0.5 0.3 -1.1 -0.1540
C -9.969 -15.840 9.090 -0.8 -1.1 0.1 -0.0410
C -10.372 -14.941 8.111 0.1 -0.4 0.1 -0.0356
C -11.712 -14.938 7.615 -0.5 -0.9 -0.1 -0.2321
C -12.577 -16.075 7.897 0.4 0.8 0.7 -0.0272
C -12.110 -17.070 8.734 1.9 0.5 0.8 -0.0366
C -12.173 -13.831 6.890 -0.5 1.5 -1.9 -0.1980
C -12.300 -12.642 6.444 2.3 -1.2 2.1 -0.5156
H -9.073 -15.709 9.725 -0.2 -0.1 -0.9 0.1133
H -9.647 -14.248 7.680 -0.5 0.3 0.5 0.1112
H -13.617 -16.114 7.524 0.8 0.3 0.0 0.0877
H -12.707 -17.926 8.991 -0.2 -0.2 -0.1 0.0932
```
Positions in Å, forces in eV/Å.

Properties
HOMO level (alpha / beta) in eV: 0.47 / 0.49
Orbital gap (alpha / beta) in eV: 3.2 / 3.2
LUMO level (alpha / beta) in eV: 3.685 / 3.681
Total charge: -2
ΔE to the lowest compared entry with this formula, charge and spin in kcal/mol: 48.9

***

DFT (ωB97M-V/def2-TZVPD) results for a molecular structure, C19H43IrO2P3.

```
68
Properties=species:S:1:pos:R:3:forces:R:3:lowdin_charge:R:1
Ir 0.118 0.318 -0.959 0.8 -1.3 0.9 0.8929
P -2.118 0.854 -1.225 -2.9 1.2 0.7 0.6684
P -0.350 -1.897 -1.349 -0.3 -3.5 -1.9 0.7141
P 0.946 2.226 -1.833 1.7 3.1 -1.7 0.6555
H 0.074 -0.281 4.040 -0.1 0.2 0.0 0.1082
C 0.146 0.809 4.017 2.1 -1.5 0.5 0.2374
C -0.938 1.595 3.770 -1.7 2.3 -0.8 0.2273
H -1.967 1.230 3.729 0.3 -0.1 0.4 0.1097
C -3.185 0.021 0.021 0.4 -0.5 -0.1 -0.2159
C -2.945 0.665 -2.867 0.9 -0.4 -0.2 -0.1623
C -2.606 2.582 -0.769 0.6 0.1 -0.3 -0.2166
C 0.465 -3.006 -0.153 0.3 0.8 0.6 -0.1827
C -2.027 -2.676 -1.385 -0.1 1.0 0.1 -0.1955
C 0.373 -2.243 -3.009 0.0 0.1 0.2 -0.2009
C 0.723 3.564 -0.597 -0.4 -0.2 0.3 -0.2113
C 0.200 2.839 -3.373 -0.3 -0.2 -0.3 -0.2027
C 2.744 2.261 -2.081 0.1 -0.6 0.0 -0.2077
H 1.150 1.225 4.142 -0.3 0.1 0.3 0.1300
H -0.797 2.666 3.510 -0.1 -0.7 0.3 0.1359
H -2.615 -0.140 0.937 0.0 0.0 0.0 0.0341
H -3.533 -0.959 -0.303 0.0 0.2 0.0 0.0385
H -4.048 0.656 0.250 0.2 -0.1 -0.3 0.0818
H -2.904 -0.353 -3.252 0.0 -0.1 0.1 0.0501
H -2.473 1.304 -3.614 0.1 0.1 0.1 0.0561
H -3.997 0.956 -2.809 0.1 0.1 0.5 0.0965
H -2.163 2.865 0.191 -0.1 -0.1 -0.1 0.0489
H -3.703 2.638 -0.675 0.4 -0.2 -0.3 0.0877
H -2.271 3.311 -1.512 -0.2 -0.1 0.0 0.0494
H 0.663 -3.975 -0.637 -0.2 0.3 0.0 0.1040
H -0.207 -3.127 0.707 0.1 -0.1 -0.2 0.0687
H 1.399 -2.543 0.180 -0.2 -0.4 -0.1 0.0164
H -1.948 -3.687 -1.804 0.3 0.2 0.1 0.0963
H -2.736 -2.108 -1.995 0.1 -0.3 0.1 0.0397
H -2.399 -2.733 -0.355 0.1 -0.1 -0.2 0.0441
H 0.045 -3.247 -3.299 0.0 0.1 0.0 0.0807
H 1.466 -2.228 -2.969 -0.1 0.1 0.1 0.0633
H 0.050 -1.533 -3.779 -0.1 -0.1 0.2 0.0585
H 1.522 4.307 -0.712 0.0 -0.2 -0.2 0.0890
H 0.795 3.139 0.410 0.0 0.2 -0.1 0.0356
H -0.241 4.072 -0.704 0.2 -0.2 0.0 0.0521
H 0.942 3.462 -3.891 -0.1 -0.1 0.1 0.0871
H -0.685 3.461 -3.177 0.2 -0.2 0.0 0.0608
H -0.079 2.002 -4.035 0.2 0.4 0.1 0.0623
H 3.038 3.240 -2.475 -0.2 -0.1 0.0 0.0894
H 3.034 1.472 -2.783 0.1 0.2 0.1 0.0768
H 3.255 2.102 -1.124 -0.1 0.0 -0.3 0.0388
C 3.481 -0.758 0.014 -0.3 0.3 0.1 -0.3714
C 4.223 -1.988 0.044 0.1 -0.1 -0.5 0.0430
C 5.584 -1.945 0.245 -0.6 -0.8 0.0 0.0090
C 6.206 -0.733 0.620 0.4 -0.3 -0.3 0.0474
C 5.420 0.393 0.909 -1.2 0.9 0.3 -0.0077
C 4.051 0.358 0.720 0.6 0.1 -0.1 -0.0038
O 2.393 -0.680 -0.677 -1.0 0.5 0.7 -0.1752
H -0.653 1.309 0.054 -0.1 0.2 1.3 -0.0846
H 3.629 -2.884 -0.161 0.7 0.1 -0.2 0.1310
H 6.159 -2.866 0.124 0.0 0.4 0.2 0.1456
H 7.288 -0.686 0.735 -0.2 0.0 0.0 0.1485
H 5.882 1.305 1.291 -0.1 -0.4 0.0 0.1398
H 3.366 1.129 1.060 0.3 0.3 -0.3 0.1094
C -2.344 -1.581 4.526 0.2 -0.3 0.3 -0.0712
C -3.543 -1.956 3.699 -0.3 0.1 0.1 -0.2863
O -3.116 -2.369 2.402 0.3 0.0 -0.6 -0.1128
H -1.608 -2.388 4.536 -0.1 0.0 0.0 0.0965
H -2.644 -1.400 5.560 0.0 0.1 0.0 0.1083
H -1.853 -0.680 4.153 -0.2 -0.1 -0.1 -0.0073
H -4.084 -2.773 4.190 0.0 0.2 0.0 0.1383
H -4.199 -1.085 3.583 -0.2 -0.2 0.2 0.1177
H -3.848 -2.827 1.972 0.0 -0.1 0.2 0.0953
```
Positions in Å, forces in eV/Å.

Properties
HOMO level (alpha / beta) in eV: -19.59 / -20.01
Spin multiplicity: 6
Orbital gap (alpha / beta) in eV: 6.6 / 3.3
LUMO level (alpha / beta) in eV: -12.972 / -16.676
Total charge: +4
ΔE to the lowest compared entry with this formula, charge and spin in kcal/mol: 25.0

***

DFT (ωB97M-V/def2-TZVPD) results for 2 unconnected molecules or ions with the total composition C6H7NO2.

```
16
Properties=species:S:1:pos:R:3:forces:R:3:lowdin_charge:R:1
C 0.849 1.326 1.672 3.3 -0.3 -0.9 -0.0737
C 0.273 1.284 0.278 -1.2 2.5 -0.9 -0.2990
C -0.055 2.620 -0.530 -1.0 -2.1 0.1 -0.0327
C -0.368 0.214 -0.099 0.1 -1.9 0.6 -0.1560
O -0.811 -0.861 -0.297 0.2 1.3 -0.3 0.1354
H 0.879 0.316 2.103 -0.5 0.5 0.3 0.0778
H 0.554 2.134 2.368 -0.4 -0.6 -0.6 0.0831
H 1.979 1.481 1.452 -1.5 0.1 0.7 0.1054
H -0.914 2.375 -1.189 0.3 0.3 0.4 0.0782
H 0.647 3.084 -1.204 1.0 -0.2 0.2 0.0596
H -0.392 3.333 0.194 -0.2 0.6 0.3 0.0585
N -1.338 -3.712 0.172 -0.7 -1.8 -0.3 0.1150
C -0.685 -3.955 -0.862 0.1 0.3 1.2 -0.1465
C 0.136 -3.478 -1.790 -0.2 0.9 -1.0 -0.1914
O 0.706 -3.378 -2.801 0.2 -0.4 0.3 0.1569
H -1.460 -2.783 0.533 0.6 0.8 -0.2 0.0291
```
Positions in Å, forces in eV/Å.

Properties
SMILES string: CC(C)=C=O.N=C=C=O
HOMO level (alpha / beta) in eV: -8.16 / -8.16
Orbital gap (alpha / beta) in eV: 7.4 / 7.4
LUMO level (alpha / beta) in eV: -0.781 / -0.780
ΔE to the lowest compared entry with this formula, charge and spin in kcal/mol: 108.8

***

DFT (ωB97M-V/def2-TZVPD) results for a molecular structure, C3H2NP.

```
7
Properties=species:S:1:pos:R:3:forces:R:3:lowdin_charge:R:1
C 1.950 -0.591 -0.120 0.0 0.0 0.0 -0.3309
C -0.437 -0.589 0.570 -0.4 1.6 -1.0 -0.6070
C 0.599 -0.210 -0.405 -0.4 -1.6 -1.7 -0.3172
N 3.011 -0.909 0.208 -0.3 0.2 -0.2 0.1283
P -0.685 -2.078 -0.075 1.4 1.3 -0.3 0.9595
H -0.973 0.263 0.926 -0.8 -0.2 1.3 0.0374
H 0.378 0.458 -1.337 0.5 -1.3 2.0 0.1299
```
Positions in Å, forces in eV/Å.

Properties
HOMO level (alpha / beta) in eV: -8.87 / -8.87
Orbital gap (alpha / beta) in eV: 7.8 / 7.8
LUMO level (alpha / beta) in eV: -1.033 / -1.032
ΔE to the lowest compared entry with this formula, charge and spin in kcal/mol: 22.1

***

DFT (ωB97M-V/def2-TZVPD) results for 2 unconnected molecules or ions with the total composition C3H8NOS.

```
14
Properties=species:S:1:pos:R:3:forces:R:3:lowdin_charge:R:1
C -0.755 0.786 -0.320 -1.7 0.7 -3.2 -0.1250
C 1.060 -1.012 -0.066 -1.0 -1.2 -0.1 0.0201
C 0.518 0.357 0.055 0.5 0.3 1.4 -0.2688
N 1.285 1.283 0.582 -0.6 1.3 -0.5 0.2541
O -1.002 2.101 -0.444 0.9 -0.6 0.9 0.0903
S -3.478 -0.464 0.236 0.3 -0.2 0.6 0.4314
H -1.428 0.189 -0.961 0.7 -0.2 0.7 0.0766
H 1.080 -1.638 0.837 -0.6 0.5 0.1 0.1199
H 0.532 -1.590 -0.841 0.2 0.3 0.3 0.1151
H 2.091 -0.948 -0.302 1.0 0.2 -0.6 0.0881
H 1.059 2.273 0.515 -0.4 -0.3 0.1 0.1540
H 2.191 1.120 0.922 1.3 -0.7 0.4 0.1353
H -1.675 2.301 -1.111 -0.2 -0.2 0.3 0.1502
H -2.733 -0.747 1.346 -0.4 0.1 -0.4 -0.2412
```
Positions in Å, forces in eV/Å.

Properties
HOMO level (alpha / beta) in eV: -13.64 / -13.19
Orbital gap (alpha / beta) in eV: 7.1 / 7.2
LUMO level (alpha / beta) in eV: -6.579 / -5.987
Total charge: +1
ΔE to the lowest compared entry with this formula, charge and spin in kcal/mol: 53.8

***

DFT (ωB97M-V/def2-TZVPD) results for a molecular structure, C24H19F5IMoN4O2S.

```
57
Properties=species:S:1:pos:R:3:forces:R:3:lowdin_charge:R:1
Mo 0.661 -0.399 0.989 0.8 0.4 1.3 1.2918
C 1.369 -0.982 3.295 -0.2 0.0 0.1 -0.1234
C 0.293 -1.746 2.837 0.0 -0.5 -0.2 -0.1664
C 0.785 -2.526 1.737 -0.2 -0.2 -0.3 -0.1962
C 2.128 -2.178 1.495 -0.2 -0.2 -0.2 -0.1536
C 2.474 -1.209 2.454 0.3 0.1 -0.2 -0.1879
H 1.339 -0.310 4.136 0.1 0.0 0.0 0.1242
H -0.689 -1.848 3.265 0.0 0.2 0.1 0.1231
H 0.254 -3.311 1.234 0.0 0.0 0.1 0.0926
H 2.766 -2.586 0.732 0.1 0.0 0.0 0.1179
H 3.444 -0.753 2.543 0.0 0.0 0.1 0.0835
F -1.487 2.411 -5.590 0.0 0.0 0.0 0.1490
C -1.238 2.245 -4.297 -0.1 0.0 -0.1 -0.1304
C 0.061 2.276 -3.831 0.1 0.0 -0.1 -0.1519
F 1.071 2.461 -4.682 0.0 0.0 0.0 0.1298
C 0.313 2.095 -2.483 0.0 0.0 0.1 -0.2432
F 1.596 2.124 -2.093 0.0 0.0 0.0 0.0340
C -0.702 1.866 -1.567 -0.2 0.0 0.0 -0.4774
S -0.449 1.675 0.161 0.1 0.1 -0.4 0.7503
C -2.001 1.847 -2.069 0.0 0.0 0.1 -0.2521
F -3.026 1.607 -1.251 0.0 0.0 0.0 0.0982
C -2.278 2.033 -3.408 -0.1 0.0 0.0 -0.1355
F -3.530 1.989 -3.852 0.0 0.0 0.0 0.1406
I 3.001 1.373 0.718 -0.1 0.1 -0.1 1.3687
C 1.844 2.184 2.240 -0.1 0.0 0.0 -0.7223
C 2.080 3.374 2.898 0.1 0.0 0.0 -0.0736
C 1.143 3.795 3.827 0.0 0.0 0.0 -0.0207
C 0.017 3.018 4.061 0.0 0.0 0.0 -0.0183
C -0.133 1.839 3.362 0.1 -0.1 0.0 -0.1404
N 0.775 1.419 2.471 -0.4 0.0 -0.2 -0.2445
H 2.961 3.958 2.674 0.0 0.0 0.0 0.1158
H 1.287 4.727 4.357 0.0 0.0 0.0 0.1250
H -0.738 3.322 4.771 0.0 0.0 0.0 0.1214
H -0.987 1.193 3.514 0.0 0.0 0.0 0.1140
C -1.381 -3.324 -0.489 0.0 0.1 -0.1 -0.0078
C -1.996 -2.162 0.211 0.0 0.0 0.1 -0.3592
N -1.438 -1.149 0.863 -0.2 0.3 -0.1 -0.0660
C -2.480 -0.397 1.388 0.1 -0.1 0.0 -0.1610
C -3.661 -0.951 1.048 0.0 -0.1 0.0 -0.0464
N -3.334 -2.066 0.311 -0.1 0.0 0.0 0.1303
H -0.334 -3.147 -0.703 0.0 0.0 -0.1 0.0603
H -1.897 -3.491 -1.433 0.0 0.0 0.0 0.1000
H -1.469 -4.228 0.117 0.0 0.0 0.0 0.0990
H -2.306 0.515 1.927 0.0 0.0 0.0 0.0696
H -4.676 -0.657 1.244 0.0 0.0 0.0 0.1253
H -3.982 -2.698 -0.129 0.0 0.0 0.0 0.1723
O 3.248 -1.011 -0.920 0.0 0.1 0.1 -0.0889
C 2.222 -1.082 -1.570 -0.2 0.0 0.0 -0.5265
C 2.208 -1.360 -3.055 0.0 0.0 0.0 -0.0636
C 0.743 -1.294 -3.436 0.0 0.0 0.0 -0.0594
C 0.022 -0.995 -2.137 0.0 -0.2 0.1 -0.4941
O -1.175 -0.872 -2.055 -0.1 -0.1 0.1 0.0718
N 0.929 -0.923 -1.061 0.2 0.0 -0.3 -0.0171
H 2.670 -2.331 -3.231 0.0 0.0 0.0 0.1320
H 2.833 -0.613 -3.543 0.0 0.0 0.0 0.1337
H 0.344 -2.228 -3.833 0.0 0.0 0.0 0.1323
H 0.506 -0.518 -4.162 0.0 0.0 0.0 0.1215
```
Positions in Å, forces in eV/Å.

Properties
HOMO level in eV: -10.90
Orbital gap in eV: 7.4
LUMO level in eV: -3.545
Total charge: +1

***

Please write out number 3 again, unchanged.
DFT (ωB97M-V/def2-TZVPD) results for 2 unconnected molecules or ions with the total composition C6H7NO2.

```
16
Properties=species:S:1:pos:R:3:forces:R:3:lowdin_charge:R:1
C 0.849 1.326 1.672 3.3 -0.3 -0.9 -0.0737
C 0.273 1.284 0.278 -1.2 2.5 -0.9 -0.2990
C -0.055 2.620 -0.530 -1.0 -2.1 0.1 -0.0327
C -0.368 0.214 -0.099 0.1 -1.9 0.6 -0.1560
O -0.811 -0.861 -0.297 0.2 1.3 -0.3 0.1354
H 0.879 0.316 2.103 -0.5 0.5 0.3 0.0778
H 0.554 2.134 2.368 -0.4 -0.6 -0.6 0.0831
H 1.979 1.481 1.452 -1.5 0.1 0.7 0.1054
H -0.914 2.375 -1.189 0.3 0.3 0.4 0.0782
H 0.647 3.084 -1.204 1.0 -0.2 0.2 0.0596
H -0.392 3.333 0.194 -0.2 0.6 0.3 0.0585
N -1.338 -3.712 0.172 -0.7 -1.8 -0.3 0.1150
C -0.685 -3.955 -0.862 0.1 0.3 1.2 -0.1465
C 0.136 -3.478 -1.790 -0.2 0.9 -1.0 -0.1914
O 0.706 -3.378 -2.801 0.2 -0.4 0.3 0.1569
H -1.460 -2.783 0.533 0.6 0.8 -0.2 0.0291
```
Positions in Å, forces in eV/Å.

Properties
SMILES string: CC(C)=C=O.N=C=C=O
HOMO level (alpha / beta) in eV: -8.16 / -8.16
Orbital gap (alpha / beta) in eV: 7.4 / 7.4
LUMO level (alpha / beta) in eV: -0.781 / -0.780
ΔE to the lowest compared entry with this formula, charge and spin in kcal/mol: 108.8